{
  "formula": "C9H17N9O2PdSSe2",
  "method": "ωB97M-V/def2-TZVPD",
  "symbols": ["Pd", "O", "C", "C", "C", "O", "C", "Se", "C", "Se", "H", "H", "H", "H", "H", "H", "H", "H", "H", "H", "N", "C", "N", "N", "N", "N", "C", "N", "N", "N", "N", "H", "C", "S", "C", "H", "H", "H", "H", "H", "H"],
  "xyz": [[-0.13160, 0.32302, -0.66137], [0.89257, -2.59127, 2.27921], [1.55192, -1.71546, 1.35997], [2.10198, -0.46551, 2.05704], [3.02884, -0.89904, 3.19793], [4.12125, -1.73325, 2.79693], [0.95003, 0.29718, 2.72662], [-0.14475, 1.38735, 1.51895], [2.86338, 0.47594, 1.09421], [2.29173, 0.61292, -0.78607], [-0.02679, -2.64725, 1.96124], [0.84810, -1.38266, 0.61010], [2.34788, -2.24484, 0.82120], [2.43260, -1.41358, 3.95743], [3.47987, -0.01262, 3.65086], [3.74353, -2.43109, 2.25068], [1.36628, 0.99341, 3.46111], [0.30987, -0.41170, 3.24880], [3.91263, 0.17498, 1.04474], [2.81255, 1.48019, 1.51624], [-1.99461, -1.85181, -2.75995], [-1.17359, -0.89628, -3.32589], [-1.18369, -0.67890, -4.63179], [-0.28074, 0.31330, -4.80665], [0.23908, 0.65560, -3.68023], [-0.31084, -0.10529, -2.69860], [-2.12136, -2.17174, -1.41650], [-2.87651, -3.17263, -0.98503], [-2.63771, -3.19210, 0.34696], [-1.81448, -2.24892, 0.66890], [-1.45376, -1.57242, -0.45571], [-2.58831, -2.34661, -3.39920], [-3.47571, 3.17312, -0.60283], [-2.32206, 2.07934, -1.44373], [-1.08801, 3.33224, -1.84282], [-3.03851, 3.57175, 0.31518], [-4.36558, 2.59957, -0.34213], [-3.76401, 3.99830, -1.25807], [-1.53809, 4.11274, -2.46204], [-0.28688, 2.84765, -2.39943], [-0.67648, 3.75637, -0.92626]],
  "forces_ev_per_angstrom": [[0.4783, -0.0287, -0.0253], [-0.0206, -0.0013, -0.2378], [-0.0447, 0.1133, 0.1978], [-0.0318, 0.0948, -0.0908], [0.1298, 0.0145, -0.0223], [-0.0612, 0.0585, 0.0088], [-0.0130, -0.0680, -0.0731], [-0.1287, -0.1419, -0.0409], [0.0022, -0.1287, 0.1209], [-0.3075, 0.1319, 0.0329], [0.0709, 0.0247, 0.1119], [-0.0631, -0.0897, -0.2339], [0.0354, -0.0620, 0.0534], [-0.0305, -0.0065, 0.0252], [0.0342, -0.0030, 0.0089], [-0.0018, -0.0082, 0.0151], [-0.0020, 0.0101, -0.0048], [-0.0186, -0.0005, 0.0108], [-0.0195, -0.0451, -0.0434], [0.0681, 0.0070, 0.0586], [-0.1050, 0.0743, 0.1764], [-0.2426, -0.2810, 0.0628], [0.1311, 0.1832, -0.1128], [-0.0019, -0.1170, 0.0471], [-0.0889, -0.0639, 0.0133], [0.1057, 0.0848, 0.0095], [0.2019, -0.0096, -0.7214], [0.0643, -0.1082, 0.2697], [-0.0917, 0.1353, -0.1373], [0.1783, -0.0850, -0.1909], [-0.1970, 0.3107, 0.8158], [0.0045, -0.0019, -0.0092], [-0.0655, 0.0003, 0.1778], [-0.0149, 0.1231, -0.2432], [0.0057, -0.0145, -0.0642], [0.0109, -0.0161, -0.0173], [0.0408, -0.0060, -0.0148], [-0.0191, -0.0034, 0.0087], [0.0173, 0.0094, 0.0319], [-0.0277, -0.0702, 0.0234], [0.0181, -0.0154, 0.0026]],
  "spin_multiplicity": 1,
  "total_charge": -2,
  "total_energy_ev": -172123.3994,
  "lumo_energy_ev": 4.58,
  "orbital_gap_ev": 5.95,
  "relative_energy_kj_mol": 82.5
}


{
  "formula": "H14O7",
  "method": "ωB97M-V/def2-TZVPD",
  "symbols": ["O", "H", "H", "O", "H", "H", "O", "H", "H", "O", "H", "H", "O", "H", "H", "O", "H", "H", "O", "H", "H"],
  "xyz": [[0.09698, -0.69901, 1.08155], [-0.72637, -0.41958, 0.64082], [0.22043, -0.03922, 1.74729], [0.70145, 0.18792, -1.30874], [1.59831, 0.44200, -1.51557], [0.75330, -0.24288, -0.43769], [0.26246, 2.64814, -0.53789], [-0.58876, 2.87986, -0.17578], [0.25515, 1.72355, -0.88023], [-0.53734, -2.21629, -2.01763], [-0.23886, -1.32407, -1.94283], [-1.35961, -2.36996, -1.54407], [0.92190, 1.77919, 1.89187], [0.89375, 1.98471, 0.97317], [1.27914, 2.55375, 2.27313], [-2.16468, 0.34689, -0.12057], [-2.05813, 0.51278, -1.08438], [-2.39228, 1.20717, 0.32708], [1.00980, -3.36497, 0.99221], [1.69887, -2.91130, 0.50353], [0.37448, -2.67868, 1.13468]],
  "forces_ev_per_angstrom": [[-0.4466, -0.8293, -0.9022], [-0.2539, -0.1592, 0.2164], [0.5129, 0.8645, 0.9640], [-0.0195, 0.1829, -0.5348], [0.4962, -0.0419, -0.3723], [0.0031, -0.2635, 0.6360], [0.5256, 0.2244, -0.3220], [-0.3561, -0.0509, -0.0296], [-0.4119, 0.2950, -0.0018], [-0.2994, -1.5274, -0.4584], [0.0600, 1.0179, 0.2660], [0.1650, 0.3480, 0.0623], [-0.3476, -1.5018, 1.1980], [-0.1527, 0.4915, -1.5971], [0.5984, 1.1554, 0.9157], [-0.2713, 1.2188, -0.1532], [-0.1869, 0.0924, 0.9885], [0.2719, -1.3089, -0.9390], [0.6237, -0.8797, -0.0582], [0.1138, -0.0794, -0.1091], [-0.6246, 0.7514, 0.2308]],
  "spin_multiplicity": 1,
  "smiles": "O.O.O.O.O.O.O",
  "total_energy_ev": -14560.1105,
  "lumo_energy_ev": -0.14,
  "orbital_gap_ev": 10.37,
  "relative_energy_kj_mol": 130.3
}


{
  "formula": "C14H36As4ClIrO4",
  "method": "ωB97M-V/def2-TZVPD",
  "symbols": ["Ir", "C", "As", "C", "C", "C", "C", "C", "As", "C", "C", "C", "As", "C", "C", "H", "H", "H", "H", "H", "H", "H", "H", "H", "H", "H", "H", "H", "H", "H", "H", "H", "H", "H", "H", "H", "H", "H", "H", "H", "H", "H", "C", "As", "C", "C", "H", "H", "H", "H", "H", "H", "H", "H", "H", "O", "Cl", "O", "O", "O"],
  "xyz": [[-0.94381, -1.35411, -0.93466], [2.70379, -2.41431, -1.51826], [1.51329, -0.84291, -1.52406], [2.02899, 0.03439, -3.17656], [2.18739, 0.50269, -0.20686], [2.15919, 0.26529, 1.30454], [2.92299, -1.02011, 1.62954], [0.76079, 0.20709, 1.92864], [-0.45471, -1.33191, 1.58624], [0.17929, -2.90461, 2.58944], [-1.98171, -0.77881, 2.65994], [2.96599, 1.40929, 1.96694], [2.49169, 3.36619, 1.75884], [0.61739, 3.83359, 2.06604], [2.90229, 4.05279, -0.02886], [3.74769, -2.09061, -1.49066], [2.52999, -2.94561, -2.45496], [2.51089, -3.09951, -0.69276], [3.02349, 0.47869, -3.06466], [1.30959, 0.81089, -3.43096], [2.06229, -0.69251, -3.98966], [1.63759, 1.41419, -0.45346], [3.23549, 0.64839, -0.50586], [2.37249, -1.86651, 1.21404], [3.02799, -1.14711, 2.70384], [3.92309, -1.00421, 1.19684], [0.16609, 1.06919, 1.61704], [0.86449, 0.23879, 3.02164], [0.63309, -2.58831, 3.53094], [0.89209, -3.50691, 2.02914], [-0.68911, -3.52681, 2.81224], [-1.67131, -0.65771, 3.70124], [-2.77321, -1.53021, 2.62874], [-2.36591, 0.16139, 2.26834], [3.99309, 1.37199, 1.58964], [3.01629, 1.24459, 3.04694], [0.20509, 3.34559, 2.94904], [0.06339, 3.58009, 1.15864], [0.57009, 4.91619, 2.21384], [3.79349, 3.58859, -0.44796], [3.08649, 5.12769, 0.05294], [2.03149, 3.90209, -0.66956], [-3.78601, -1.34161, -3.67716], [-3.38401, -1.32841, -1.77376], [-4.49131, 0.06819, -0.98916], [-4.18871, -2.96041, -1.02546], [-4.87891, -1.34601, -3.76896], [-3.38181, -2.23321, -4.16096], [-3.39291, -0.45121, -4.17116], [-5.52821, -0.18131, -1.23866], [-4.25931, 1.05369, -1.39016], [-4.37631, 0.08649, 0.09524], [-5.27281, -2.87241, -1.14546], [-3.96371, -3.05821, 0.03804], [-3.84611, -3.85201, -1.55086], [-1.64761, 0.82299, -0.06476], [-1.31661, 1.68769, -1.20116], [-2.40461, 2.45229, -1.54766], [-0.17471, 2.42409, -0.82066], [-0.95561, 0.76239, -2.24276]],
  "forces_ev_per_angstrom": [[-0.1618, 0.8230, 0.0296], [-0.2901, 0.0667, 0.0352], [0.8742, -0.1365, 0.0228], [-0.2504, 0.0869, -0.2167], [-0.1899, 0.0137, -0.2302], [-0.0629, -0.2761, -0.1838], [-0.0070, 0.1657, -0.0150], [-0.1618, 0.0557, -0.0689], [0.2249, 0.1109, 1.0506], [-0.0721, -0.0503, -0.3229], [-0.1470, 0.0205, -0.1502], [0.1410, 0.6001, 0.1426], [-0.5818, -0.6616, -0.7720], [0.2705, 0.1578, 0.2309], [0.2117, 0.1766, 0.3321], [-0.1598, 0.1251, 0.0284], [-0.0292, 0.0643, 0.0100], [-0.0342, 0.1439, -0.0376], [-0.1411, -0.1566, 0.1626], [0.0355, -0.0205, 0.0668], [-0.0443, -0.0354, 0.1378], [0.0911, -0.1780, -0.1312], [-0.1970, -0.1395, -0.1164], [0.1714, -0.0902, 0.1099], [-0.0239, -0.1644, 0.1159], [0.0186, -0.0704, -0.0253], [-0.0535, -0.0550, 0.0676], [-0.1343, -0.1025, -0.1355], [-0.0623, 0.1742, -0.1259], [-0.0057, 0.1135, -0.0369], [-0.0185, 0.1135, -0.0517], [0.1082, -0.0085, -0.1529], [0.1526, -0.0173, -0.0750], [0.0328, -0.0012, 0.0551], [-0.0451, 0.1049, 0.0908], [-0.0102, 0.1100, -0.0515], [0.1491, -0.0393, -0.0822], [0.1257, -0.0707, 0.0638], [0.0765, -0.0980, -0.0253], [-0.0467, -0.0910, 0.1286], [-0.0487, -0.1010, 0.0744], [-0.0515, -0.1181, 0.1152], [0.1727, 0.0085, -0.0686], [-0.7860, -0.5932, -0.0257], [0.1505, 0.1329, 0.0175], [0.2038, 0.0553, -0.0951], [0.1620, -0.0078, 0.1463], [-0.0057, 0.0710, 0.1770], [0.0060, -0.0427, 0.1763], [0.1737, -0.1243, -0.0412], [0.0364, -0.1647, -0.0343], [0.0428, -0.0904, -0.1137], [0.1059, 0.1106, -0.0473], [0.0129, 0.1034, -0.0953], [0.0664, 0.1263, -0.0306], [-0.4423, -1.2197, 0.9880], [0.9770, -0.0899, 1.0139], [-1.4748, 1.3474, -0.6189], [0.6575, 1.0243, -0.0177], [0.2885, -1.1919, -1.3941]],
  "spin_multiplicity": 6,
  "total_charge": 3,
  "total_energy_ev": -281968.9942,
  "lumo_energy_ev": [-8.62, -12.51],
  "orbital_gap_ev": [8.74, 6.94],
  "relative_energy_kj_mol": 65.1,
  "s_squared": 8.76
}


{
  "formula": "C11H27O17P2V2",
  "method": "ωB97M-V/def2-TZVPD",
  "symbols": ["O", "V", "O", "O", "V", "O", "O", "C", "O", "O", "H", "C", "O", "P", "O", "O", "C", "O", "C", "H", "H", "H", "H", "H", "H", "H", "H", "H", "C", "O", "P", "O", "O", "C", "O", "C", "H", "H", "H", "H", "H", "H", "H", "H", "H", "O", "C", "O", "C", "C", "C", "H", "H", "H", "H", "H", "H", "H", "H"],
  "xyz": [[4.37893, -1.25481, 1.21194], [3.09569, -1.84945, 1.92519], [3.17234, -1.25953, 3.38842], [2.44998, -4.50098, -2.39493], [2.29474, -3.05217, -1.71013], [3.70889, -2.34684, -1.93109], [0.46194, 0.90112, -0.42237], [1.25910, -0.03423, -0.03551], [1.72621, -0.08961, 1.12671], [1.60501, -1.00465, -0.79745], [0.64422, 1.28368, 0.43904], [0.02456, 3.63905, 1.27008], [-0.18749, 2.43635, 1.92953], [-0.59746, 2.48663, 3.56569], [0.22684, 3.44170, 4.30220], [-2.19979, 2.76383, 3.52597], [-3.18063, 1.77470, 3.13987], [-0.67972, 0.89390, 4.03622], [-0.47530, 0.49258, 5.40560], [1.05978, 3.72868, 0.94086], [-0.17655, 4.54539, 1.84122], [-0.67125, 3.74429, 0.43769], [-3.85639, 1.65761, 3.98707], [-2.64225, 0.88989, 2.80024], [-3.87447, 2.11177, 2.36976], [-0.06508, -0.51236, 5.50512], [-1.50392, 0.47916, 5.76596], [0.08095, 1.26957, 5.92998], [-2.71323, -3.71432, -3.75324], [-1.81097, -4.37682, -2.83667], [-1.33719, -3.69837, -1.46417], [0.12655, -3.43395, -1.49167], [-2.37896, -2.49683, -1.20973], [-1.86956, -1.08437, -1.52996], [-1.70731, -4.80427, -0.24174], [-2.71389, -5.78610, -0.35893], [-3.53413, -4.30564, -4.15892], [-2.31233, -3.25786, -4.65823], [-3.16737, -2.94952, -3.12321], [-1.65856, -0.50968, -0.62812], [-2.54851, -0.53190, -2.17950], [-1.01294, -1.25628, -2.18168], [-3.39388, -5.95765, 0.47551], [-2.21800, -6.71457, -0.64201], [-3.36702, -5.55740, -1.20108], [3.14330, 3.69325, -0.23792], [3.23264, 2.76049, -1.05706], [2.50047, 2.59383, -2.16148], [1.48500, 3.59848, -2.41312], [0.30185, 2.95484, -3.03728], [4.28614, 1.56968, -0.82287], [1.88790, 4.41984, -3.00569], [1.09765, 4.05298, -1.50125], [-0.51485, 3.67658, -3.05162], [0.01509, 2.06052, -2.48405], [0.42850, 2.45903, -3.99969], [5.22914, 1.98623, -0.46884], [4.50397, 1.28308, -1.85172], [3.94185, 0.69120, -0.27713]],
  "forces_ev_per_angstrom": [[-1.5351, -1.3399, 0.7605], [0.7139, 4.7272, 0.6941], [-0.2198, -1.3086, -2.0684], [-0.1464, 3.0194, 1.6638], [0.7765, -1.4751, -2.4620], [-1.9340, -0.9655, 0.5214], [0.5877, 0.3781, 0.2560], [2.7258, -6.7715, -1.8573], [0.5228, 0.3230, 2.3568], [-0.7124, -0.1432, -0.9972], [-1.9305, 2.9659, 1.4101], [-0.2684, 1.7890, -0.5055], [-0.4224, -1.7068, 2.2072], [-2.0879, -1.7945, -0.2589], [-0.4978, -0.5664, -0.2937], [1.3971, 0.7212, -0.3157], [0.0032, 0.1354, 0.1301], [1.6530, 1.7884, -2.0451], [-1.1839, 0.8975, 0.2545], [0.0554, -0.1347, -0.0655], [0.1075, -0.1992, 0.5582], [0.0873, -0.3811, -0.3315], [0.4613, -0.6008, 0.2314], [-0.5630, -0.2089, 0.3118], [0.6092, 0.5373, -0.3814], [0.2751, 0.2827, -0.4392], [0.1904, -0.1785, 0.6839], [0.1935, -0.3505, 0.1201], [-1.2845, 1.1922, 0.3826], [0.5685, 0.2074, 0.3833], [-2.9106, -2.9231, 1.0571], [0.5054, 0.8537, 0.5590], [1.9574, 1.2476, -0.0485], [-0.0024, -1.3773, -0.7487], [1.6980, 3.3279, -1.7440], [-0.9195, -1.2155, -1.8558], [0.3458, -0.8825, 0.6861], [1.0727, -0.1250, 0.4176], [-0.3382, 0.1790, -0.7002], [-0.0173, -0.5221, -0.0374], [-0.6776, -0.4833, 0.4092], [0.4053, 0.4121, 0.5009], [0.7167, 0.6146, 0.5331], [-0.0916, -0.1280, 0.3160], [-0.0881, 0.0882, -0.0448], [0.2111, -0.7288, -0.6619], [-0.5203, -2.1391, -1.7425], [1.9054, 0.6915, 2.9039], [-1.2389, 1.2566, -0.3526], [-0.5232, -1.5129, -0.4956], [0.2277, 1.4906, -0.9092], [0.4135, -0.3165, -0.1367], [0.5792, -0.2024, 0.4956], [-0.0155, -0.1559, -0.1867], [-0.2814, 0.4188, 0.7279], [0.4108, 0.8937, -0.5027], [-0.2651, -0.0201, 0.5623], [-0.2925, -0.0901, -0.2035], [-0.4087, 0.5086, 0.2976]],
  "spin_multiplicity": 2,
  "total_charge": 2,
  "total_energy_ev": -116587.0065,
  "lumo_energy_ev": [-8.88, -11.47],
  "orbital_gap_ev": [6.28, 3.68],
  "s_squared": 0.76
}